C39H40DyN6O5 | wB97M-V/def2-TZVPD

Each line ends with the Löwdin charge.
Element x y z (Å)
1 Dy -1.385 -0.129 -0.242  1.577
2 O 6.189 0.925 1.403  -0.096
3 O -2.269 1.761 0.311  -0.201
4 O -0.802 -1.000 -2.022  -0.411
5 O -1.065 -0.206 1.996  -0.147
6 O -3.125 -1.375 0.046  -0.179
7 N 1.586 3.337 5.145  0.052
8 N -0.280 -2.323 0.158  -0.050
9 N 0.022 -1.945 -2.677  -0.188
10 N 2.828 3.449 5.034  0.038
11 N -1.967 1.271 -2.326  -0.042
12 N 0.507 1.603 0.696  0.066
13 C -5.484 1.588 -1.368  -0.064
14 C 4.675 3.456 3.507  -0.040
15 C 1.689 -1.013 -0.584  -0.181
16 C 2.214 -1.009 -2.025  -0.115
17 C -3.254 1.251 -2.330  -0.120
18 C -5.795 2.085 0.951  -0.103
19 C -4.095 1.515 -1.197  -0.162
20 C 4.304 0.763 2.964  -0.014
21 C 0.790 2.716 4.225  -0.285
22 C 1.003 -0.022 -4.066  -0.133
23 C 0.331 1.708 2.026  -0.135
24 C -2.720 -4.987 0.296  -0.075
25 C 1.959 3.503 0.769  -0.032
26 C 5.513 2.810 2.626  -0.015
27 C 1.232 -1.307 -3.204  -0.463
28 C 1.329 2.447 0.107  -0.117
29 C 1.003 2.680 2.809  -0.107
30 C 1.964 -2.312 -4.118  -0.054
31 C 6.002 -0.411 1.019  -0.098
32 C -4.021 -5.376 0.503  -0.131
33 C 0.229 1.163 -3.462  -0.167
34 C -6.329 1.881 -0.325  -0.125
35 C -0.795 -2.657 -3.644  -0.072
36 C -3.345 -2.622 0.224  -0.342
37 C -4.443 2.036 1.161  -0.007
38 C -0.927 -3.413 -0.014  -0.112
39 C -4.684 -3.073 0.427  -0.017
40 C -0.942 1.039 3.999  -0.011
41 C -3.529 1.751 0.107  -0.393
42 C -0.280 1.979 4.749  -0.029
43 C -0.609 0.777 2.645  -0.359
44 C 3.458 1.414 3.838  -0.016
45 C 5.322 1.463 2.325  -0.276
46 C 3.603 2.781 4.100  -0.328
47 C -1.303 1.080 -3.607  -0.224
48 C -2.333 -3.644 0.184  -0.131
49 C 1.778 3.631 2.123  -0.011
50 C -5.009 -4.394 0.574  -0.112
51 C 1.157 -2.357 -0.048  -0.198
52 H -1.658 1.848 -4.313  0.116
53 H -1.010 -2.094 -4.568  0.078
54 H -6.041 -4.681 0.734  0.094
55 H -6.462 2.293 1.778  0.095
56 H -0.332 -3.610 -3.904  0.077
57 H -0.383 -4.323 -0.318  0.128
58 H 3.026 -1.740 -2.073  0.106
59 H 2.510 -0.658 0.050  0.101
60 H 1.442 -3.177 -0.722  0.111
61 H 2.654 -0.023 -2.190  0.111
62 H -1.949 -5.744 0.232  0.100
63 H 0.513 -0.314 -5.000  0.108
64 H 0.449 1.258 -2.396  0.071
65 H 5.008 -0.572 0.588  0.081
66 H 0.577 2.071 -3.970  0.106
67 H -3.799 1.081 -3.276  0.134
68 H 6.763 -0.607 0.264  0.090
69 H 4.813 4.504 3.726  0.109
70 H 2.570 4.201 0.214  0.104
71 H 6.332 3.329 2.153  0.113
72 H 6.146 -1.101 1.859  0.093
73 H 2.666 0.860 4.323  0.124
74 H -4.019 2.218 2.140  0.112
75 H -4.274 -6.424 0.607  0.085
76 H -5.453 -2.313 0.462  0.109
77 H -5.887 1.426 -2.359  0.102
78 H 2.936 -1.914 -4.399  0.083
79 H -1.741 -2.862 -3.142  0.091
80 H 1.617 -2.548 0.932  0.119
81 H -0.477 2.083 5.809  0.108
82 H 0.865 -0.293 -0.504  0.023
83 H 4.155 -0.291 2.787  0.103
84 H 2.115 -3.251 -3.590  0.084
85 H 2.004 0.333 -4.339  0.110
86 H -1.577 0.103 -4.016  0.100
87 H -1.709 0.424 4.446  0.108
88 H -7.394 1.962 -0.489  0.085
89 H 1.410 -2.518 -5.029  0.071
90 H 2.198 4.471 2.660  0.117
91 H 1.492 2.306 -0.954  0.098

spin multiplicity: 6
net charge: -1
electronic energy: -3100.03777 a.u.
E_HOMO (alpha / beta): -4.42 / -4.41 eV
⟨S²⟩: 9.34

=====

C63H78AsCrFN3O8PSi | wB97M-V/def2-TZVPD

Each line ends with the Löwdin charge.
Element x y z (Å)
1 As 4.080 1.204 -3.549  1.331
2 Cr -1.069 -0.302 -0.364  0.651
3 P 0.748 0.675 -1.784  1.112
4 Si -3.257 -0.642 2.334  0.046
5 F -4.178 4.958 -1.795  0.025
6 O -1.666 -2.970 0.757  0.001
7 O -3.275 -2.124 3.061  -0.082
8 O -2.987 0.539 3.478  -0.100
9 O -2.173 -0.450 1.211  -0.315
10 O 2.765 -7.286 1.300  0.026
11 O -4.814 -0.420 1.865  -0.102
12 O 0.739 -1.631 -0.073  -0.121
13 O 1.036 -8.410 1.916  0.035
14 N 1.176 1.892 3.454  -0.085
15 N 0.225 1.055 1.476  0.158
16 N 1.559 -7.379 1.509  -0.376
17 C 1.173 -2.768 0.145  -0.201
18 C -0.939 -3.960 0.860  -0.371
19 C 2.086 1.706 4.570  -0.224
20 C -0.983 -2.425 -2.560  -0.129
21 C 2.202 -0.027 2.319  -0.002
22 C -0.883 -2.452 3.337  -0.024
23 C -0.679 -6.327 1.491  0.015
24 C 0.935 4.139 2.414  -0.058
25 C 0.402 3.125 3.427  -0.206
26 C 0.251 3.325 -1.210  -0.108
27 C -2.199 1.388 -0.869  -0.236
28 C 0.677 2.466 -2.223  -0.338
29 C 1.284 -5.069 0.827  0.043
30 C 5.307 3.585 -4.629  -0.131
31 C -2.970 3.056 -2.511  -0.014
32 C 3.555 1.582 -1.681  -0.384
33 C -4.725 -1.141 -0.450  -0.033
34 C -2.287 -2.803 3.818  -0.611
35 C 6.799 -1.866 -4.362  -0.092
36 C -6.761 -0.115 0.571  -0.031
37 C -4.510 2.392 3.593  -0.029
38 C -2.888 -1.050 -2.772  -0.155
39 C 1.129 3.024 -3.414  -0.117
40 C 5.442 2.625 -3.629  -0.386
41 C 6.638 -1.839 -1.968  -0.088
42 C 3.381 2.517 4.473  -0.079
43 C 1.151 4.402 -3.588  -0.082
44 C -2.312 1.880 -2.179  -0.156
45 C 0.504 -3.933 0.603  -0.106
46 C 0.271 4.699 -1.380  -0.069
47 C 2.215 -1.959 -4.544  -0.085
48 C -2.545 -4.295 3.642  -0.025
49 C 0.727 -6.242 1.270  -0.171
50 C 7.313 4.682 -3.895  -0.102
51 C 1.987 -1.237 -3.386  -0.150
52 C 7.186 -2.368 -3.126  -0.096
53 C -2.832 2.174 0.104  -0.111
54 C 0.390 0.128 -4.535  -0.099
55 C 6.234 4.610 -4.763  -0.098
56 C 5.874 -0.836 -4.431  -0.130
57 C -3.494 3.364 -0.188  -0.017
58 C 1.532 -1.635 -5.707  -0.083
59 C -3.871 1.228 4.352  -0.645
60 C 2.454 0.740 -1.036  -0.366
61 C 0.725 5.244 -2.574  -0.085
62 C -1.468 -5.249 1.290  -0.033
63 C -2.426 -2.419 5.293  -0.032
64 C -1.377 -3.167 -3.664  -0.101
65 C -3.304 -1.785 -3.878  -0.095
66 C -6.033 -2.410 1.281  -0.022
67 C 6.531 2.707 -2.767  -0.106
68 C -1.703 -1.322 -2.079  -0.196
69 C 1.123 1.019 2.392  -0.403
70 C 1.094 -0.165 -3.371  -0.380
71 C -2.544 -2.844 -4.343  -0.116
72 C 5.331 -0.280 -3.273  -0.400
73 C 0.614 -0.595 -5.696  -0.069
74 C 5.714 -0.803 -2.043  -0.115
75 C -5.564 -1.031 0.820  -0.627
76 C 7.461 3.728 -2.896  -0.092
77 C -3.544 3.791 -1.497  -0.294
78 C -3.014 1.761 5.500  -0.030
79 C -4.971 0.323 4.915  -0.023
80 H -5.167 -3.011 1.561  0.078
81 H -2.535 -5.291 1.467  0.113
82 H -0.084 5.345 -0.587  0.104
83 H 1.558 1.997 5.481  0.116
84 H 4.447 1.502 -1.054  0.056
85 H -0.074 -2.739 -2.066  0.076
86 H -2.854 -3.418 -5.209  0.088
87 H 3.871 2.360 3.512  0.068
88 H -3.972 3.953 0.586  0.107
89 H -5.331 -1.503 -1.282  0.098
90 H -0.647 2.901 3.218  0.104
91 H 2.508 -1.522 -2.480  0.094
92 H -0.767 -4.004 -3.986  0.097
93 H -1.088 -7.268 1.831  0.117
94 H -0.653 -1.418 3.605  0.085
95 H 4.069 2.212 5.264  0.072
96 H 6.660 1.958 -1.994  0.095
97 H 6.927 -2.233 -1.002  0.101
98 H 6.118 5.349 -5.546  0.098
99 H 7.907 -3.173 -3.068  0.099
100 H -7.405 -0.539 -0.201  0.081
101 H -4.535 -0.528 5.439  0.071
102 H -6.685 -2.318 2.152  0.085
103 H 0.332 5.048 2.432  0.079
104 H -3.030 3.407 -3.535  0.114
105 H 1.504 4.817 -4.525  0.099
106 H 2.258 -2.920 -0.032  0.132
107 H 0.904 3.730 1.407  0.043
108 H 2.354 -5.033 0.659  0.122
109 H 0.064 -0.349 -6.595  0.104
110 H 4.464 3.519 -5.309  0.086
111 H -1.843 -4.873 4.247  0.098
112 H -3.527 -0.241 -2.443  0.068
113 H -3.406 -2.714 5.673  0.083
114 H 1.968 4.402 2.643  0.067
115 H -2.425 -4.575 2.595  0.007
116 H 2.267 1.132 -0.034  0.055
117 H 2.918 -2.783 -4.536  0.107
118 H 3.186 0.390 2.533  0.079
119 H 5.287 -0.415 -1.126  0.088
120 H 1.467 2.387 -4.222  0.066
121 H -1.875 1.311 -2.992  0.075
122 H -3.563 -4.537 3.954  0.095
123 H 3.184 3.585 4.585  0.065
124 H 1.694 -2.208 -6.612  0.099
125 H -3.873 -1.809 -0.307  0.085
126 H 2.000 -0.836 3.020  0.091
127 H -2.606 0.932 6.081  0.076
128 H -5.226 2.917 4.230  0.083
129 H -0.832 -2.529 2.251  0.043
130 H -6.411 0.865 0.243  0.083
131 H -0.151 -3.125 3.791  0.099
132 H -3.608 2.394 6.161  0.083
133 H -0.349 0.919 -4.543  0.103
134 H -6.579 -2.912 0.480  0.083
135 H 0.440 3.554 4.428  0.116
136 H 0.741 6.318 -2.713  0.099
137 H -2.317 -1.339 5.391  0.062
138 H -2.182 2.343 5.101  0.066
139 H 2.183 -0.443 1.319  0.041
140 H -0.137 2.898 -0.297  0.071
141 H 3.276 2.638 -1.680  0.066
142 H -3.744 3.099 3.266  0.078
143 H 2.781 -0.295 -0.910  0.053
144 H 8.307 3.777 -2.222  0.099
145 H 8.042 5.476 -3.998  0.097
146 H -7.341 0.011 1.488  0.080
147 H -5.594 0.889 5.609  0.084
148 H -1.655 -2.912 5.890  0.084
149 H -4.326 -0.155 -0.696  0.071
150 H -4.238 -1.526 -4.367  0.095
151 H -5.586 -0.057 4.101  0.077
152 H -0.497 1.751 1.647  0.043
153 H 7.213 -2.285 -5.271  0.099
154 H 2.317 0.648 4.665  0.106
155 H -5.026 2.003 2.715  0.079
156 H 5.560 -0.451 -5.395  0.095
157 H -2.810 1.846 1.135  0.070

spin multiplicity: 4
net charge: -1
electronic energy: -7224.77006 a.u.
E_HOMO (alpha / beta): -5.48 / -5.48 eV
⟨S²⟩: 3.82

=====

C5H8O | wB97M-V/def2-TZVPD

Each line ends with the Löwdin charge.
Element x y z (Å)
1 O 1.747 0.325 1.810  0.063
2 C 1.481 0.292 0.631  -0.213
3 C -0.623 -1.080 0.901  -0.032
4 C -0.641 1.111 -0.511  -0.079
5 C 0.128 -0.048 0.092  -0.458
6 C -0.069 0.052 -1.397  -0.097
7 H -1.571 -1.337 0.417  0.085
8 H -0.030 -1.996 0.999  0.089
9 H -0.746 -0.658 -1.865  0.106
10 H 2.263 0.505 -0.131  0.132
11 H -1.713 1.116 -0.326  0.109
12 H -0.187 2.099 -0.517  0.108
13 H 0.790 0.321 -2.010  0.102
14 H -0.829 -0.702 1.907  0.086

electronic energy: -270.51620 a.u.
SMILES string: CC1(C=O)CC1
E_HOMO: -9.80 eV

=====

C3H9N2O2 | wB97M-V/def2-TZVPD

Each line ends with the Löwdin charge.
Element x y z (Å)
1 O -0.410 -1.988 -0.598  -0.127
2 O 0.375 -0.368 -1.939  -0.129
3 N -0.161 -0.683 1.956  -0.022
4 N 0.070 2.440 -0.088  -0.019
5 C -0.556 1.285 0.569  -0.317
6 C 0.474 0.504 1.378  -0.316
7 C 0.185 -1.553 -1.595  -0.658
8 H 1.274 0.232 0.682  0.095
9 H -0.971 0.588 -0.163  0.081
10 H -0.350 -1.305 1.160  0.019
11 H 0.433 -1.130 2.631  0.034
12 H 0.492 2.101 -0.941  0.043
13 H -1.381 1.600 1.214  0.099
14 H 0.905 1.152 2.145  0.092
15 H -0.619 3.149 -0.300  0.039
16 H 0.635 -2.310 -2.297  0.086

net charge: -1
electronic energy: -379.75783 a.u.
E_HOMO: -4.44 eV

=====

> Among the records above, which one has the highest electronic energy?

C5H8O

=====

> The lowest electronic energy belongs to which entry?

C63H78AsCrFN3O8PSi